Entry from the Open Molecules 2025 dataset: an isolated ion of composition C5H9O5 and charge +1 (ωB97M-V/def2-TZVPD).

Each line ends with the Mulliken charge.
Atoms and positions in Å:
C: 0.57 1.70 0.03  -0.45
C: 0.52 0.40 -0.82  -0.08
C: -0.76 -0.42 -0.49  -0.53
C: -0.54 -1.02 0.92  0.09
C: -0.39 0.09 1.93  0.14
O: -1.03 1.28 1.75  -0.23
O: 1.63 -0.41 -0.53  -0.51
O: -1.05 -1.37 -1.45  -0.55
O: -1.60 -1.73 1.48  -0.52
O: 0.34 1.51 1.42  -0.01
H: 1.59 2.10 0.03  0.31
H: -0.13 2.45 -0.35  0.39
H: 0.48 0.68 -1.88  0.44
H: -1.64 0.23 -0.47  0.50
H: 0.35 -1.67 0.93  0.40
H: -0.12 -0.18 2.95  0.47
H: 2.40 -0.18 -1.05  0.37
H: -0.31 -1.98 -1.58  0.39
H: -2.46 -1.48 1.12  0.38

Computed properties:
LUMO   -5.1 eV
HOMO-LUMO gap   0.3592 Ha
Energy relative to the best compared isomer or geometry (same formula, charge and spin)   133.5 kJ/mol
Total charge   +1
HOMO energy   -14.84 eV



Entry from the Open Molecules 2025 dataset: C5H9O6 as an isolated structure (ωB97M-V/def2-TZVPD).

Each line ends with the Mulliken spin population.
Atoms and positions in Å:
H: 2.33 -0.39 -2.62  -0.05
C: -2.25 0.18 -0.69  0.40
O: -2.99 0.94 -0.79  0.03
C: -0.74 -0.60 -0.15  0.25
C: -0.78 -2.15 -0.14  0.01
C: 0.75 -0.20 -0.34  0.17
C: 0.97 1.48 -0.55  0.00
O: 1.49 1.84 0.70  0.00
O: 1.45 -0.70 0.55  -0.20
O: 2.32 -0.19 -1.20  0.36
O: -0.66 -0.15 1.20  0.01
O: -2.05 -0.38 1.75  0.02
H: -0.72 -2.33 -1.19  -0.01
H: 0.01 -2.64 0.45  0.00
H: -1.78 -2.29 0.19  -0.01
H: 1.07 -0.62 -1.56  0.01
H: 1.80 1.50 -1.29  -0.01
H: 0.02 1.95 -0.92  0.00
H: 1.36 2.90 0.67  0.00
H: -2.47 0.43 1.76  0.00

Computed properties:
LUMO (alpha / beta)   -1.5 / -0.6 eV
Expectation value of S²   0.91
HOMO-LUMO gap (alpha / beta)   0.1985 / 0.3023 Ha
Energy relative to the best compared isomer or geometry (same formula, charge and spin)   950.6 kJ/mol
Spin multiplicity   2
HOMO energy (alpha / beta)   -6.87 / -8.80 eV



Entry from the Open Molecules 2025 dataset: a 2-piece molecular cluster, C5H9OP overall (ωB97M-V/def2-TZVPD).

Each line ends with the Mulliken charge.
Atoms and positions in Å:
C: -1.06 0.27 1.93  -0.52
C: 2.61 1.04 0.27  -0.71
C: -0.42 -0.82 1.67  -0.40
C: 1.37 0.77 -0.16  -0.13
C: -1.47 -0.92 -2.01  -0.74
O: -0.57 -0.06 -1.40  -0.21
P: 0.72 -0.82 -0.65  0.01
H: -1.40 0.39 2.89  0.36
H: -0.86 1.11 1.31  0.17
H: 2.71 2.03 0.75  0.21
H: 3.58 0.60 0.10  0.27
H: -0.42 -1.76 2.21  0.30
H: 0.61 1.45 -0.30  0.53
H: -1.94 -0.32 -2.80  0.25
H: -2.32 -1.13 -1.32  0.28
H: -1.14 -1.83 -2.51  0.33

Computed properties:
LUMO   0.2 eV
HOMO-LUMO gap   0.3032 Ha
Energy relative to the best compared isomer or geometry (same formula, charge and spin)   406.3 kJ/mol
HOMO energy   -8.01 eV



Entry from the Open Molecules 2025 dataset: C5H9P in the gas phase (ωB97M-V/def2-TZVPD).

Each line ends with the Mulliken charge.
Atoms and positions in Å:
C: 1.65 -0.02 0.23  0.01
C: 2.49 -1.02 0.42  -0.54
C: 1.02 0.79 -1.32  -0.68
C: -1.59 -0.05 0.11  -1.07
C: -0.95 1.16 0.82  -0.39
P: 0.75 1.56 0.35  -0.13
H: 2.66 -1.38 1.43  0.24
H: 2.59 -1.72 -0.27  0.32
H: 1.84 1.27 -2.03  0.26
H: 0.33 0.26 -1.85  0.38
H: -2.67 -0.18 0.63  0.31
H: -1.92 0.18 -0.89  0.29
H: -0.80 -0.85 0.16  0.33
H: -1.17 1.06 1.88  0.39
H: -1.45 2.04 0.45  0.28

Computed properties:
LUMO   0.9 eV
HOMO-LUMO gap   0.3344 Ha
Energy relative to the best compared isomer or geometry (same formula, charge and spin)   262.6 kJ/mol
HOMO energy   -8.18 eV
Structure (SMILES)   C=C1CP1CC



Entry from the Open Molecules 2025 dataset: a 2-piece molecular cluster, C5H9P overall (ωB97M-V/def2-TZVPD).

Each line ends with the Mulliken spin population.
Atoms and positions in Å:
C: 0.51 0.98 -1.20  0.67
C: -0.55 0.29 -1.93  0.01
C: -0.60 0.45 -0.42  0.00
C: -0.31 -0.31 1.95  0.00
C: -0.46 -0.74 0.50  0.03
P: 2.94 0.54 -1.44  1.22
H: -1.23 0.87 -2.54  0.03
H: -0.34 -0.69 -2.33  0.02
H: -1.30 1.21 -0.04  0.03
H: 0.51 0.39 2.05  0.00
H: -0.12 -1.18 2.59  0.00
H: -1.22 0.17 2.30  0.00
H: -1.35 -1.37 0.39  0.01
H: 0.40 -1.33 0.19  -0.01
H: 3.12 0.72 -0.06  -0.01

Computed properties:
LUMO (alpha / beta)   0.0 / -1.4 eV
Expectation value of S²   2.02
HOMO-LUMO gap (alpha / beta)   0.2820 / 0.2806 Ha
Energy relative to the best compared isomer or geometry (same formula, charge and spin)   112.0 kJ/mol
Spin multiplicity   3
HOMO energy (alpha / beta)   -7.68 / -9.02 eV



Entry from the Open Molecules 2025 dataset: C5HEuF2O as an isolated structure (ωB97M-V/def2-TZVPD).

Each line ends with the Mulliken spin population.
Atoms and positions in Å:
C: 3.75 2.10 -1.02  0.00
C: 3.94 1.47 -2.11  0.00
F: 4.03 1.56 -3.35  0.00
O: 2.40 1.14 -1.21  0.00
C: 1.41 0.65 -0.89  0.00
C: -3.08 -1.96 1.71  0.41
C: -3.91 -1.15 2.11  0.44
H: -2.83 -2.98 1.45  0.01
F: -4.65 -0.26 2.55  0.13
Eu: -1.07 -0.56 0.77  5.01

Computed properties:
LUMO (alpha / beta)   -17.8 / -22.6 eV
Expectation value of S²   12.01
HOMO-LUMO gap (alpha / beta)   0.2809 / 0.1057 Ha
Total charge   +4
Spin multiplicity   7
HOMO energy (alpha / beta)   -25.49 / -25.49 eV



| no. | calculated total energy (eV) |
| --- | --- |
| 1 | -15555.7303 |
| 2 | -17598.2030 |
| 3 | -16662.6786 |
| 4 | -14615.5983 |
| 5 | -14613.5658 |
| 6 | -31942.8993 |